A | Formula: C8H12O
Source: the OMol25 dataset
Level of theory: ωB97M-V/def2-TZVPD

For the lowest unoccupied orbital energy, the calculation gives 0.9 eV. The calculation puts the HOMO energy at -0.3431 Eh. The calculation puts the HOMO-LUMO gap at 10.20 eV.

Last column: Mulliken charge in e.
Positions of all 21 atoms, in Å:
C1 -1.990 0.986 0.962  -0.77
C2 -0.514 1.888 0.737  -0.49
C3 0.045 0.579 0.556  0.01
C4 -1.218 0.020 -0.148  0.13
C5 -0.984 -1.428 -0.379  -0.68
C6 0.571 -1.267 -0.444  0.05
C7 2.354 -0.684 -0.888  -0.44
C8 1.038 0.248 -0.535  -0.21
H1 -3.000 1.326 0.593  0.30
H2 -2.097 0.446 1.902  0.30
H3 -0.194 2.476 1.819  0.25
H4 -0.366 2.392 -0.260  0.27
H5 0.476 0.172 1.608  0.23
H6 -1.383 0.708 -1.109  0.24
H7 -1.236 -2.104 0.464  0.24
H8 -1.470 -1.982 -1.310  0.29
H9 1.149 -1.671 0.554  0.22
H10 3.469 -0.514 -1.566  0.29
H11 2.769 -0.877 0.276  0.18
H12 1.059 1.114 -1.471  0.09
O1 1.521 -1.829 -1.362  -0.50

B | Formula: C8H12O
Source: the OMol25 dataset
Level of theory: ωB97M-V/def2-TZVPD

For the lowest unoccupied orbital energy, the calculation gives 0.8 eV. Its structure (SMILES) is CC1=C(O)C[C@H]1C.C#C. The calculation puts the HOMO energy at -0.2961 Eh. The calculation puts the HOMO-LUMO gap at 8.90 eV.

Last column: Mulliken charge in e.
Positions of all 21 atoms, in Å:
C1 0.266 -0.831 -1.695  -1.14
C2 -0.109 0.060 -0.558  0.16
C3 -0.005 1.381 -0.269  0.24
O1 0.498 2.373 -1.065  -0.57
C4 -0.521 1.282 1.133  -0.72
C5 -0.787 -0.258 0.825  0.34
C6 -2.286 -0.684 0.634  -1.71
H1 -0.071 -0.503 -2.763  0.29
H2 -0.259 -1.801 -1.400  0.30
H3 1.405 -0.884 -1.742  0.26
H4 0.804 1.955 -1.841  0.30
H5 0.286 1.543 1.852  0.23
H6 -1.361 1.890 1.441  0.31
H7 -0.248 -0.955 1.427  0.39
H8 -2.877 -0.092 -0.025  0.38
H9 -2.740 -0.682 1.546  0.53
H10 -2.320 -1.719 0.394  0.41
C7 4.418 0.391 0.483  -0.38
C8 3.466 -0.149 0.934  -0.43
H11 5.283 1.037 0.124  0.34
H12 2.705 -0.742 1.308  0.47

Stability verdict: B, ahead by 4.503 eV

A | Formula: C4H8N2O3
Source: the OMol25 dataset
Level of theory: ωB97M-V/def2-TZVPD

For the lowest unoccupied orbital energy, the calculation gives 0.4 eV. Its structure (SMILES) is NC(=O)C[C@H](N)C(=O)O. The calculation puts the HOMO energy at -0.3564 Eh. The calculation puts the HOMO-LUMO gap at 10.11 eV.

Last column: Mulliken charge in e.
Positions of all 17 atoms, in Å:
N1 2.085 0.041 0.444  -0.36
C1 1.446 -1.140 0.569  0.39
O1 1.790 -2.260 0.927  -0.62
C2 -0.040 -1.052 0.324  -0.52
C3 -0.718 0.279 0.419  0.10
N2 -2.214 0.216 0.742  -0.81
C4 -0.627 0.992 -0.916  0.51
O2 0.308 0.922 -1.697  -0.65
O3 -1.580 1.874 -1.018  -0.47
H1 3.080 0.101 0.496  0.26
H2 1.654 0.546 -0.347  0.27
H3 -0.260 -1.487 -0.643  0.26
H4 -0.351 -1.690 1.184  0.25
H5 -0.280 0.830 1.165  0.52
H6 -2.418 0.037 1.748  0.27
H7 -2.812 -0.497 0.373  0.17
H8 -2.222 1.600 -0.351  0.43

B | Formula: C4H8N2O3
Source: the OMol25 dataset
Level of theory: ωB97M-V/def2-TZVPD

For the lowest unoccupied orbital energy, the calculation gives 0.2 eV. Its structure (SMILES) is CO[C@]1(N)O[C@@H]1O.C#N. The calculation puts the HOMO energy at -0.3447 Eh. The calculation puts the HOMO-LUMO gap at 9.60 eV.

Last column: Mulliken charge in e.
Positions of all 17 atoms, in Å:
C1 1.529 1.292 0.628  -0.89
O1 0.681 0.182 0.355  -0.33
C2 -0.728 0.532 0.187  1.05
N1 -0.921 1.454 -0.868  -0.58
O2 -1.403 0.659 1.356  -0.57
C3 -1.579 -0.672 0.370  -0.35
O3 -1.144 -1.879 0.621  -0.54
H1 1.146 1.863 1.477  0.32
H2 2.502 0.868 0.872  0.24
H3 1.623 1.932 -0.253  0.35
H4 -1.494 1.094 -1.617  0.23
H5 -1.243 2.359 -0.554  0.24
H6 -2.610 -0.645 0.016  0.43
H7 -0.064 -1.962 0.480  0.38
C4 1.152 -2.349 -0.820  -0.09
N2 1.749 -1.404 -1.155  -0.24
H8 0.803 -3.324 -1.092  0.36

C | Formula: C4H8N2O3
Source: the OMol25 dataset
Level of theory: ωB97M-V/def2-TZVPD

For the lowest unoccupied orbital energy, the calculation gives 0.7 eV. Its structure (SMILES) is CCNOC(=O)NC=O. The calculation puts the HOMO energy at -0.3743 Eh. The calculation puts the HOMO-LUMO gap at 10.86 eV.

Last column: Mulliken charge in e.
Positions of all 17 atoms, in Å:
C1 -1.741 0.293 -1.242  -0.99
C2 -1.557 1.087 0.076  -0.35
N1 -0.190 0.744 0.544  -0.36
O1 -0.339 -0.736 0.743  -0.21
C3 0.593 -1.495 0.182  0.54
O2 0.339 -2.682 0.074  -0.55
N2 1.851 -0.909 -0.052  -0.10
C4 2.466 -0.056 0.840  0.02
O3 2.078 0.647 1.730  -0.50
H1 -1.588 -0.836 -1.006  0.22
H2 -2.803 0.422 -1.458  0.38
H3 -1.107 0.562 -2.063  0.28
H4 -1.458 2.178 -0.172  0.32
H5 -2.366 0.837 0.774  0.33
H6 0.090 1.043 1.453  0.25
H7 2.298 -1.237 -0.930  0.27
H8 3.434 0.138 0.508  0.45

Stability verdict: A, ahead by 2.400 eV

A | Formula: C4H8N2O3
Source: the OMol25 dataset
Level of theory: ωB97M-V/def2-TZVPD

For the lowest unoccupied orbital energy, the calculation gives 0.6 eV. Its structure (SMILES) is NC(=O)C[C@H](N)C(=O)O. The calculation puts the HOMO energy at -0.3480 Eh. The calculation puts the HOMO-LUMO gap at 10.07 eV.

Last column: Mulliken charge in e.
Positions of all 17 atoms, in Å:
N1 -3.110 0.410 -0.349  -0.53
C1 -1.853 -0.102 0.070  0.70
O1 -1.658 -1.115 0.589  -0.55
C2 -0.656 0.856 -0.327  -1.05
C3 0.727 0.609 0.494  -0.07
N2 1.485 1.809 0.408  -0.66
C4 1.562 -0.538 -0.136  0.55
O2 2.592 -0.400 -0.703  -0.57
O3 1.075 -1.753 0.051  -0.52
H1 -3.786 -0.364 -0.622  0.28
H2 -2.902 1.167 -0.970  0.24
H3 -0.903 1.896 -0.372  0.46
H4 -0.466 0.740 -1.439  0.34
H5 0.442 0.368 1.489  0.46
H6 2.079 1.691 -0.369  0.27
H7 1.974 2.052 1.302  0.24
H8 0.185 -1.896 0.463  0.42

B | Formula: C4H8N2O3
Source: the OMol25 dataset
Level of theory: ωB97M-V/def2-TZVPD

For the lowest unoccupied orbital energy, the calculation gives 0.2 eV. Its structure (SMILES) is NC(=O)C[C@H](N)C(=O)O. The calculation puts the HOMO energy at -0.3546 Eh. The calculation puts the HOMO-LUMO gap at 9.85 eV.

Last column: Mulliken charge in e.
Positions of all 17 atoms, in Å:
N1 -1.820 -1.386 0.354  -0.29
C1 -1.886 -0.213 -0.119  0.13
O1 -2.969 0.384 -0.159  -0.65
C2 -0.668 0.366 -0.651  -0.53
C3 0.486 0.420 0.251  0.76
N2 1.476 1.515 0.108  -0.82
C4 1.327 -0.875 -0.055  0.12
O2 0.944 -1.953 -0.311  -0.52
O3 2.706 -0.771 -0.114  -0.52
H1 -1.280 -2.157 0.067  0.24
H2 -2.600 -1.624 1.091  0.25
H3 -0.914 1.487 -0.777  0.34
H4 -0.407 -0.221 -1.553  0.24
H5 0.041 0.393 1.380  0.26
H6 1.856 2.186 1.089  0.29
H7 0.856 2.235 -0.726  0.30
H8 2.852 0.215 0.126  0.41

C | Formula: C4H8N2O3
Source: the OMol25 dataset
Level of theory: ωB97M-V/def2-TZVPD

For the lowest unoccupied orbital energy, the calculation gives 0.1 eV. Its structure (SMILES) is N#C[C@@](O)(CO)[C@@H](N)O. The calculation puts the HOMO energy at -0.3518 Eh. The calculation puts the HOMO-LUMO gap at 9.68 eV.

Last column: Mulliken charge in e.
Positions of all 17 atoms, in Å:
N1 -1.686 2.328 -0.753  -0.47
C1 -1.093 1.420 -0.371  -0.07
C2 -0.392 0.217 0.183  1.20
O1 -0.221 0.164 1.572  -0.54
C3 -0.979 -1.057 -0.430  -0.94
O2 -2.341 -1.164 -0.348  -0.56
C4 1.084 0.371 -0.535  -0.48
N2 2.010 0.994 0.379  -0.62
O3 1.544 -0.815 -1.104  -0.54
H1 -1.113 -0.023 1.826  0.41
H2 -0.595 -1.015 -1.441  0.40
H3 -0.529 -1.762 0.258  0.40
H4 -2.637 -1.563 0.593  0.37
H5 0.931 1.087 -1.316  0.55
H6 1.709 1.847 0.728  0.26
H7 2.311 0.320 1.110  0.25
H8 1.995 -1.349 -0.352  0.38

Stability verdict: A, ahead by 2.446 eV

A | Formula: C7H10N2
Source: the OMol25 dataset
Level of theory: ωB97M-V/def2-TZVPD

For the lowest unoccupied orbital energy, the calculation gives 0.8 eV. The calculation puts the HOMO energy at -0.3190 Eh. The calculation puts the HOMO-LUMO gap at 9.52 eV.

Last column: Mulliken charge in e.
Positions of all 19 atoms, in Å:
C1 0.353 2.116 -0.104  -1.16
C2 -0.440 0.816 -0.260  0.46
C3 -1.783 0.102 -0.859  -0.48
C4 -0.894 -1.214 -0.194  -0.31
C5 -1.104 -0.867 1.219  -0.96
C6 -0.678 0.455 1.119  -0.01
C7 1.458 -0.944 -0.387  0.15
H1 0.324 2.801 -1.098  0.29
H2 1.556 1.705 0.065  0.28
H3 0.247 3.274 0.642  0.28
H4 -2.693 0.095 -0.093  0.28
H5 -1.969 0.121 -1.953  0.34
H6 -1.148 -2.282 -0.536  0.41
H7 -1.250 -1.597 1.885  0.52
H8 -0.049 0.962 2.011  0.27
H9 1.697 -1.958 -1.191  0.22
H10 3.404 -0.784 0.282  0.25
N1 0.253 -0.426 -0.796  -0.20
N2 2.378 -0.305 0.338  -0.62

B | Formula: C7H10N2
Source: the OMol25 dataset
Level of theory: ωB97M-V/def2-TZVPD

For the lowest unoccupied orbital energy, the calculation gives 0.9 eV. Its structure (SMILES) is [H]/N=C1\N[C@]12CCC(=C)C2. The calculation puts the HOMO energy at -0.3159 Eh. The calculation puts the HOMO-LUMO gap at 9.49 eV.

Last column: Mulliken charge in e.
Positions of all 19 atoms, in Å:
H1 2.814 2.101 1.010  0.28
N1 2.265 1.253 0.879  -0.56
C1 1.040 1.333 0.905  -0.20
N2 -0.281 1.907 1.603  -0.68
C2 -0.285 0.770 0.761  1.08
C3 -0.224 -0.739 1.321  -0.87
C4 0.156 -1.527 0.073  -0.66
C5 -0.357 -0.723 -1.104  0.56
C6 -0.342 -1.128 -2.363  -1.13
C7 -0.867 0.615 -0.633  -0.77
H2 -0.884 2.670 1.321  0.27
H3 -1.242 -0.938 1.646  0.34
H4 0.458 -0.867 2.156  0.41
H5 1.244 -1.613 0.004  0.27
H6 -0.261 -2.537 0.078  0.40
H7 -0.702 -0.504 -3.166  0.30
H8 0.000 -2.113 -2.636  0.29
H9 -1.962 0.613 -0.552  0.29
H10 -0.569 1.427 -1.305  0.37

C | Formula: C7H10N2
Source: the OMol25 dataset
Level of theory: ωB97M-V/def2-TZVPD

For the lowest unoccupied orbital energy, the calculation gives 0.8 eV. Its structure (SMILES) is C=Cc1cc(CN)c[nH]1. The calculation puts the HOMO energy at -0.2806 Eh. The calculation puts the HOMO-LUMO gap at 8.43 eV.

Last column: Mulliken charge in e.
Positions of all 19 atoms, in Å:
C1 -0.784 -1.039 3.400  -0.62
C2 -0.102 -1.564 2.289  -0.13
C3 -0.260 -0.753 0.968  0.27
C4 -0.412 0.590 0.736  -0.51
C5 0.094 0.821 -0.601  0.28
C6 0.071 1.828 -1.726  -0.71
N1 0.377 1.221 -3.064  -0.71
C7 0.415 -0.438 -1.168  -0.80
N2 0.320 -1.265 -0.145  -0.10
H1 -0.530 -1.504 4.583  0.23
H2 -1.146 -0.019 3.102  0.23
H3 0.817 -2.490 2.058  0.12
H4 -0.530 1.495 1.383  0.23
H5 -0.635 2.567 -1.603  0.50
H6 0.912 2.546 -1.305  0.24
H7 -0.746 1.522 -3.476  0.30
H8 0.759 2.276 -3.418  0.34
H9 0.887 -0.721 -2.004  0.48
H10 1.203 -2.029 -0.240  0.35

D | Formula: C7H10N2
Source: the OMol25 dataset
Level of theory: ωB97M-V/def2-TZVPD

For the lowest unoccupied orbital energy, the calculation gives 0.8 eV. Its structure (SMILES) is C#C[C@H]1[C@H](C)C=NN1C. The calculation puts the HOMO energy at -0.2972 Eh. The calculation puts the HOMO-LUMO gap at 8.92 eV.

Last column: Mulliken charge in e.
Positions of all 19 atoms, in Å:
C1 -2.827 -1.047 -0.698  -0.04
C2 -1.736 -1.020 -0.155  -0.75
C3 -0.216 -0.340 0.419  -0.20
C4 1.003 -0.828 -0.466  0.38
C5 2.228 -1.142 0.448  -1.45
C6 1.169 0.420 -1.289  -0.50
N1 0.401 1.374 -1.008  -0.86
N2 -0.305 1.006 0.093  0.68
C7 -1.214 1.947 0.598  -0.92
H1 -3.803 -1.371 -0.875  0.43
H2 -0.334 -0.584 1.540  0.25
H3 0.918 -1.707 -1.038  0.37
H4 3.215 -1.175 0.030  0.37
H5 1.919 -2.061 0.966  0.34
H6 2.257 -0.409 1.185  0.41
H7 1.775 0.409 -2.093  0.57
H8 -1.809 1.391 1.384  0.32
H9 -0.659 2.750 1.007  0.33
H10 -1.984 2.387 -0.050  0.30

Stability verdict: B, ahead by 1.660 eV